[1]
This record from OMol25 describes a molecular structure, CH2N3P in a non-equilibrium geometry. The level of theory is ωB97M-V/def2-TZVPD.

```
7
Properties=species:S:1:pos:R:3:mulliken_charge:R:1
C 0.262 -1.025 0.047 0.04
N 0.226 -0.209 1.014 -0.37
N -0.026 -0.550 -1.193 -0.25
N -0.053 0.724 -1.184 -0.18
P 0.321 1.296 0.362 0.23
H 0.154 -2.013 0.182 0.43
H -0.886 1.778 0.773 0.10
```

The energy relative to the best compared isomer or geometry (same formula, charge and spin) comes out at 9.5 kcal/mol. For the HOMO-LUMO gap, the calculation gives 0.33034 hartree. Its highest occupied orbital energy is -9.88 eV. The net charge is 0. As for the multiplicity: 1.



[2]
This record from OMol25 describes 7 unconnected molecules or ions with the total composition C5H24N2O7 in a non-equilibrium geometry. The level of theory is ωB97M-V/def2-TZVPD.

```
38
Properties=species:S:1:pos:R:3:mulliken_charge:R:1
C -1.015 2.571 -0.289 -0.89
O 0.264 3.186 -0.413 -0.65
C -0.912 1.180 -0.940 0.87
C -2.055 0.235 -0.414 -0.83
C -1.493 -1.105 -0.089 -0.72
C -0.377 -1.231 0.653 -0.24
N 0.192 -2.463 1.071 -0.51
N -0.891 1.356 -2.402 -0.67
H -1.179 2.534 0.777 0.39
H -1.755 3.187 -0.785 0.35
H 0.075 0.768 -0.717 0.06
H -2.507 0.698 0.544 0.19
H -2.894 0.099 -1.135 0.30
H -2.035 -1.980 -0.503 0.42
H 0.110 -0.378 1.048 0.67
H 1.173 -2.444 1.060 0.26
H -0.161 -3.324 0.609 0.21
H -0.524 0.519 -2.871 0.29
H 0.542 3.163 -1.382 0.36
H -1.766 1.572 -2.829 0.25
H 3.614 -0.936 0.627 0.28
H 2.288 -0.043 0.461 0.43
O 2.658 -0.941 0.300 -0.68
H 2.283 -1.558 -1.223 0.46
H 3.002 -1.498 -2.716 0.31
O 2.216 -1.898 -2.177 -0.79
H 1.351 2.130 0.436 0.40
H 1.350 1.378 1.815 0.33
O 1.832 1.489 0.964 -0.83
H -0.107 0.173 3.309 0.41
H -0.101 1.697 3.679 0.27
O 0.358 1.019 3.176 -0.67
H 0.690 -1.538 -2.919 0.44
H -0.780 -1.931 -2.841 0.29
O -0.157 -1.384 -3.330 -0.70
H -0.481 -1.877 3.029 0.41
H -1.777 -1.185 2.921 0.35
O -1.029 -1.239 3.494 -0.79
```

The SMILES is N/C=C/C[C@@H](N)CO.O.O.O.O.O.O. The energy relative to the best compared isomer or geometry (same formula, charge and spin) comes out at 32.0 kcal/mol. For the HOMO-LUMO gap, the calculation gives 0.32671 hartree. Its highest occupied orbital energy is -8.33 eV. The net charge is 0. As for the multiplicity: 1.



[3]
This record from OMol25 describes 4 unconnected molecules or ions with the total composition C4H17NO3 in a non-equilibrium geometry. The level of theory is ωB97M-V/def2-TZVPD.

```
25
Properties=species:S:1:pos:R:3:mulliken_charge:R:1
C -2.632 1.181 2.122 -1.22
C -1.794 -0.111 2.206 -0.44
C -0.343 0.042 2.584 -0.63
N 0.582 -0.745 1.819 -0.27
C 1.983 -0.655 2.272 -0.95
H -2.297 1.733 1.225 0.24
H -3.722 1.129 2.028 0.38
H -2.478 1.834 2.976 0.32
H -2.338 -0.805 2.843 0.39
H -1.948 -0.684 1.285 0.32
H -0.068 1.102 2.542 0.37
H -0.182 -0.096 3.716 0.38
H 0.375 -1.736 1.810 0.21
H 2.198 0.377 2.552 0.32
H 2.202 -1.303 3.136 0.32
H 2.570 -0.906 1.381 0.30
H 0.314 1.905 -1.043 0.31
H 0.082 0.507 -0.393 0.34
O 0.510 0.977 -1.118 -0.68
H 3.724 1.829 -5.987 0.32
H 4.926 2.526 -5.092 0.32
O 4.617 1.813 -5.641 -0.64
H -2.175 -4.018 -5.956 0.32
H -2.012 -2.838 -5.165 0.32
O -2.094 -3.058 -6.099 -0.63
```

The SMILES is CCCNC.O.O.O. The energy relative to the best compared isomer or geometry (same formula, charge and spin) comes out at 33.3 kcal/mol. For the HOMO-LUMO gap, the calculation gives 0.36216 hartree. Its highest occupied orbital energy is -8.99 eV. The net charge is 0. As for the multiplicity: 1.



[4]
This record from OMol25 describes a molecular structure, C39H54CrNO2Se2 in a non-equilibrium geometry. The level of theory is ωB97M-V/def2-TZVPD.

```
99
Properties=species:S:1:pos:R:3:mulliken_charge:R:1
Cr -0.332 -0.051 -0.083 0.59
C 5.201 -5.199 0.223 -2.16
C 5.712 -3.763 0.109 2.03
C 6.496 -3.433 1.387 -1.58
C 6.661 -3.687 -1.097 -1.65
C 4.568 -2.762 -0.067 -0.56
C 3.233 -3.121 -0.070 -0.30
C 2.235 -2.162 -0.218 -0.13
Se 0.409 -2.738 -0.054 -0.08
C 0.314 -2.672 1.862 -0.61
C 0.377 -3.868 2.569 0.07
C 0.359 -3.875 3.953 -0.30
C 0.261 -2.629 4.587 0.05
C 0.187 -1.414 3.922 -0.91
C 0.238 -1.413 2.492 0.29
O 0.235 -0.302 1.809 0.02
C 0.050 -0.089 4.689 2.54
C 1.253 0.826 4.402 -1.45
C -1.254 0.618 4.281 -1.33
C -0.004 -0.310 6.204 -2.44
C 0.434 -5.159 4.785 2.00
C 0.585 -6.399 3.903 -2.05
C 1.642 -5.099 5.731 -1.62
C -0.848 -5.320 5.618 -1.65
C 2.508 -0.792 -0.405 0.72
O 1.559 0.085 -0.640 0.16
C 3.883 -0.409 -0.354 -0.73
C 4.845 -1.398 -0.202 -0.24
C 4.295 1.070 -0.480 2.73
C 3.582 1.924 0.585 -1.40
C 3.943 1.572 -1.891 -1.58
C 5.799 1.272 -0.278 -2.52
H 6.050 -5.883 0.325 0.45
H 4.557 -5.326 1.099 0.36
H 4.633 -5.492 -0.666 0.37
H 7.321 -4.144 1.527 0.46
H 6.920 -2.426 1.345 0.30
H 5.840 -3.485 2.261 0.33
H 7.490 -4.396 -0.979 0.47
H 6.126 -3.930 -2.020 0.34
H 7.084 -2.685 -1.208 0.29
H 2.925 -4.152 0.065 0.42
H 0.447 -4.790 2.004 0.46
H 0.229 -2.620 5.671 0.29
H 1.327 1.053 3.338 0.00
H 1.149 1.764 4.965 0.49
H 2.183 0.340 4.717 0.30
H -1.268 0.826 3.212 -0.10
H -2.118 -0.012 4.518 0.33
H -1.356 1.565 4.831 0.46
H 0.912 -0.778 6.581 0.40
H -0.113 0.660 6.700 0.45
H -0.858 -0.932 6.493 0.41
H 1.488 -6.340 3.286 0.30
H 0.660 -7.291 4.534 0.44
H -0.277 -6.527 3.238 0.37
H 2.567 -4.973 5.159 0.32
H 1.564 -4.262 6.429 0.30
H 1.717 -6.023 6.317 0.47
H -1.724 -5.370 4.964 0.35
H -0.808 -6.237 6.219 0.46
H -0.987 -4.475 6.298 0.28
H 5.885 -1.093 -0.173 0.33
H 2.503 1.873 0.474 -0.27
H 3.837 1.566 1.587 0.33
H 3.905 2.971 0.501 0.54
H 2.875 1.452 -2.077 -0.03
H 4.212 2.632 -2.005 0.42
H 4.494 0.996 -2.641 0.35
H 6.130 0.905 0.699 0.41
H 6.389 0.776 -1.056 0.41
H 6.020 2.343 -0.329 0.47
C -1.512 1.527 -4.737 -1.59
C -1.191 0.659 -3.513 0.63
C -2.372 -0.250 -3.191 -1.53
C -0.746 1.529 -2.347 1.13
C -1.522 1.732 -1.206 -2.01
C -1.067 2.564 -0.172 -0.31
C 0.125 3.260 -0.275 1.04
C 0.613 4.123 0.858 -1.63
C 0.876 3.083 -1.436 0.05
C 0.459 2.228 -2.435 -0.98
H -1.827 0.902 -5.578 0.43
H -0.652 2.121 -5.055 0.34
H -2.328 2.218 -4.499 0.36
H -0.340 0.021 -3.767 0.30
H -3.282 0.328 -3.007 0.36
H -2.192 -0.873 -2.316 0.19
H -2.570 -0.909 -4.039 0.44
H -2.523 1.348 -1.155 0.76
H -1.690 2.705 0.704 0.31
H 0.956 3.501 1.689 0.15
H -0.181 4.769 1.234 0.52
H 1.449 4.749 0.543 0.37
H 1.826 3.598 -1.537 0.25
H 1.098 2.065 -3.296 0.43
Se -4.892 -1.618 0.686 -0.28
C -3.241 -0.999 0.478 0.34
N -2.165 -0.580 0.322 -0.53
```

The energy relative to the best compared isomer or geometry (same formula, charge and spin) comes out at 5.3 kcal/mol. For the HOMO-LUMO gap (spin up / spin down), the calculation gives 0.25536 / 0.25865 hartree. Its highest occupied orbital energy (spin up / spin down) is -4.51 / -4.60 eV. The net charge is -1. As for the multiplicity: 5.



DFT total energy across the listed records, respectively: -544.85358 -841.09667 -443.02424 -7571.26376 hartree.